The following is a quantum chemistry calculation of a 3-piece molecular cluster, C16H27BrClN2O7S2 overall, from the Open Molecules 2025 dataset.

Charge: +1
Max |F| in eV/A: 6.32
HOMO level in eV: -12.4
Calculated total energy in Ha: -5092.23824

```
56
Properties=species:S:1:pos:R:3:forces:R:3
C -7.8234 1.5098 -4.3330 0.737 -0.382 0.028
C -6.6432 1.1733 -4.3021 0.798 0.691 1.879
C -5.2035 1.0570 -3.7440 -1.232 -1.694 -0.959
C -4.3861 -0.1440 -3.5341 -1.229 3.432 -0.069
N -3.1597 0.3360 -2.9528 -1.801 2.781 -1.106
C -1.9503 -0.3632 -2.4743 -0.055 0.023 1.220
C -2.1050 -0.7330 -0.9202 2.133 -0.668 1.061
O -1.1231 -1.0259 -0.2839 -1.888 0.650 -1.620
Cl -3.6989 -0.7461 -0.0521 0.771 0.226 -1.209
C -3.2683 1.7145 -2.8698 -0.285 2.508 -0.331
C -2.2775 2.8241 -2.3523 0.340 -0.911 0.575
C -2.6369 3.0609 -0.7907 -0.914 -0.455 -0.767
C -3.8282 4.1078 -0.6785 -0.112 -0.423 0.025
Br -1.0400 3.5509 0.2777 -0.844 -0.228 -0.726
N -4.5023 2.2369 -3.3353 2.389 -5.838 0.447
H -8.9182 1.7768 -4.3377 1.929 -0.518 -0.209
H -4.6306 -1.2119 -3.7635 0.415 1.374 0.384
H -1.0542 0.3385 -2.5404 -1.276 -0.983 0.098
H -1.7012 -1.3124 -3.0291 -0.616 1.075 0.440
H -2.4198 3.7668 -2.9650 0.047 -1.179 0.718
H -1.1904 2.5247 -2.4752 -1.361 0.206 0.183
H -3.0034 2.0445 -0.4214 0.709 1.483 -0.052
H -3.7987 4.8126 -1.5696 0.058 -0.544 1.345
H -3.8506 4.6689 0.3121 0.204 -0.714 -1.456
H -4.7989 3.5230 -0.7403 1.022 0.691 0.081
H -4.7939 3.2165 -3.3385 0.115 -0.595 -0.042
O 1.4619 -3.8987 5.0245 -0.344 0.366 -0.033
S 1.6017 -2.4726 5.0847 0.557 0.272 0.010
O 0.7128 -1.6598 5.8636 -0.001 -0.433 -0.229
O 1.6532 -1.8882 3.5810 0.396 -0.097 0.354
C 0.5871 -2.2168 2.6879 -0.814 -0.091 -0.355
C -0.6613 -1.4108 2.9902 -0.207 0.021 0.316
C 3.2638 -2.0761 5.5363 0.082 0.066 -0.184
H 0.3808 -3.2902 2.7103 0.130 0.034 0.153
H 0.9318 -1.9756 1.6808 0.243 -0.027 0.181
H -1.0842 -1.6866 3.9579 0.052 0.008 -0.060
H -1.4240 -1.5820 2.2289 0.120 -0.019 -0.017
H -0.4311 -0.3434 3.0312 0.008 -0.056 -0.084
H 3.9463 -2.6583 4.9192 -0.080 0.032 0.024
H 3.3938 -2.3338 6.5868 -0.154 -0.032 -0.062
H 3.4234 -1.0084 5.3927 -0.052 -0.069 0.007
O 4.4051 1.0788 -0.9926 0.271 -0.123 0.250
S 4.4676 0.1447 0.0962 -0.196 -0.632 0.081
O 5.3837 0.3153 1.1856 -0.144 0.230 -0.431
O 4.6395 -1.3418 -0.4979 -0.585 0.522 0.310
C 5.7287 -1.5965 -1.3921 0.912 -0.175 -0.428
C 7.0477 -1.7095 -0.6516 0.094 0.220 0.225
C 2.8440 -0.0685 0.7610 -0.079 -0.151 -0.051
H 5.7753 -0.8291 -2.1693 -0.138 0.069 0.143
H 5.5132 -2.5448 -1.8877 -0.314 0.093 0.173
H 7.3360 -0.7528 -0.2125 -0.007 -0.058 -0.057
H 7.8442 -2.0224 -1.3293 -0.111 -0.033 -0.023
H 6.9710 -2.4300 0.1655 -0.005 -0.022 -0.122
H 2.1465 -0.2406 -0.0577 0.080 -0.004 0.026
H 2.5788 0.8438 1.2946 0.145 -0.009 -0.041
H 2.8522 -0.9123 1.4494 0.088 0.091 -0.014
```
Forces are in eV/Å.